1.
47
Properties=species:S:1:pos:R:3:forces:R:3 method="wB97M-V/def2-TZVPD" spin_multiplicity=2 charge=0 e_lumo_ev="-0.3480 / -0.3183" e_above_lowest_ev=0.170 gap_ha="0.2017 / 0.2179" e_homo_ha="-0.2145 / -0.2296" e_tot_ev=-47666.865
Pt -1.147 0.012 0.582 -0.33 0.18 -0.33
N 2.790 1.555 0.459 0.03 -0.25 0.04
C 3.799 0.578 0.375 -0.13 0.17 -0.03
C 5.129 0.960 0.359 0.10 -0.01 -0.03
C 6.133 0.003 0.270 0.00 0.07 0.00
C 5.807 -1.338 0.178 -0.07 -0.02 0.00
C 4.469 -1.717 0.184 0.09 -0.04 -0.01
C 3.467 -0.769 0.295 -0.10 -0.08 0.00
S 1.786 -1.321 0.399 0.05 0.06 0.06
N 0.917 0.133 0.238 -0.24 -0.37 0.04
C 1.447 1.297 0.313 0.11 0.65 -0.04
C 0.518 2.451 0.202 0.36 -0.38 -0.01
C 0.940 3.765 0.053 0.01 0.25 -0.04
C -0.005 4.771 -0.023 0.12 -0.03 0.01
C -1.348 4.431 0.033 -0.10 0.03 -0.02
C -1.688 3.100 0.151 0.08 -0.15 0.02
N -0.779 2.124 0.241 -0.12 0.34 0.05
H 3.082 2.499 0.628 -0.02 0.03 0.03
H 5.381 2.013 0.421 0.00 -0.02 0.00
H 7.169 0.315 0.269 -0.01 0.00 0.00
H 6.581 -2.089 0.105 0.00 0.01 0.00
H 4.202 -2.766 0.118 0.00 0.02 0.00
H 1.988 4.019 -0.024 0.00 -0.02 0.00
H 0.303 5.803 -0.130 -0.01 -0.01 0.00
H -2.123 5.184 -0.014 0.01 -0.01 0.00
H -2.721 2.779 0.185 -0.01 0.01 0.02
N -3.358 -0.085 0.737 0.25 -0.15 0.13
C -3.793 0.367 2.080 -0.14 0.12 -0.14
C -2.874 -0.169 3.198 0.18 -0.18 0.05
O -3.426 -0.444 4.263 0.04 0.12 -0.03
O -1.649 -0.244 2.892 -0.12 -0.13 0.23
H -3.876 0.386 0.006 0.03 0.03 -0.02
H -3.562 -1.074 0.640 0.00 -0.03 0.03
H -4.821 0.079 2.296 -0.02 -0.01 -0.04
H -3.723 1.457 2.095 -0.03 0.01 0.03
O -1.193 -2.382 0.332 -0.10 -0.25 -0.01
N -1.627 -2.778 -0.822 0.18 0.09 0.16
C -2.806 -3.433 -0.905 -0.08 -0.11 -0.13
C -3.298 -3.844 -2.126 -0.02 -0.01 0.14
C -2.581 -3.592 -3.283 0.00 0.00 -0.07
C -1.370 -2.925 -3.174 0.05 0.02 0.04
C -0.908 -2.525 -1.940 -0.06 0.03 -0.09
H -3.281 -3.611 0.048 -0.01 0.02 -0.01
H -4.242 -4.370 -2.150 0.01 0.01 -0.01
H -2.953 -3.909 -4.247 0.00 0.00 0.02
H -0.768 -2.705 -4.044 -0.01 0.00 0.00
H 0.012 -1.990 -1.761 0.00 -0.01 -0.01

2.
41
Properties=species:S:1:pos:R:3:forces:R:3 method="wB97M-V/def2-TZVPD" spin_multiplicity=5 charge=+1 e_lumo_ev="-3.8540 / -5.6645" gap_ha="0.2242 / 0.2283" e_homo_ha="-0.3658 / -0.4365" e_tot_ev=-28034.189
C 0.713 -1.679 3.043 0.84 -1.36 0.93
C -0.700 -1.894 2.979 -0.23 -0.13 0.29
C -1.034 -2.310 1.656 -0.01 -1.03 0.03
H -1.403 -1.706 3.787 0.13 -0.07 -0.25
C 0.185 -2.368 0.905 -0.73 -1.10 -0.06
C 1.262 -2.024 1.769 1.11 -0.20 0.06
H 2.311 -2.033 1.497 -0.20 0.08 0.10
H 1.291 -1.317 3.896 -0.29 -0.33 -0.45
H -2.029 -2.566 1.299 0.29 0.23 0.09
H 0.257 -2.639 -0.149 0.07 0.15 0.52
C -1.141 2.035 1.693 0.75 0.13 -1.03
C -1.110 1.579 3.010 0.01 -0.57 0.87
C 0.320 1.710 3.485 0.65 -1.09 1.29
H -1.961 1.515 3.685 0.16 0.00 -0.21
C 1.038 1.438 2.163 0.82 -0.10 -0.18
C 0.178 2.021 1.177 -0.59 1.94 -0.13
H 0.468 2.305 0.174 -0.06 -0.02 0.22
H -2.020 2.340 1.139 0.05 -0.17 0.05
H 0.533 2.741 3.816 -0.04 -0.22 0.02
H 2.113 1.520 2.082 0.00 0.02 0.13
Os -0.021 -0.347 1.623 -1.93 2.58 -0.90
O -0.542 0.089 -0.215 0.18 -0.31 1.27
C -1.133 -0.645 -1.288 -0.01 0.34 0.11
C -0.080 -1.023 -2.242 0.07 -0.50 0.49
H -1.675 -1.553 -0.940 0.10 0.73 -0.01
H -1.805 0.134 -1.671 -0.28 -0.79 -0.45
H 0.559 -1.868 -1.987 -0.33 -0.08 -0.34
H 1.102 -1.997 -4.365 -0.12 0.49 -0.23
C 0.819 -0.944 -4.497 -0.14 0.20 0.23
C 0.204 -0.288 -3.380 0.42 1.13 -1.73
C -0.136 1.109 -3.527 0.01 -0.81 -0.10
H -0.560 1.626 -2.654 0.20 -0.07 -0.55
C 0.089 1.761 -4.735 -0.02 -0.10 0.18
H -0.154 2.824 -4.832 0.10 -0.44 0.03
C 0.620 1.065 -5.836 -0.07 -0.28 0.23
H 0.762 1.574 -6.789 -0.05 -0.11 0.28
C 0.968 -0.293 -5.714 0.10 0.10 0.22
H 1.366 -0.842 -6.574 -0.12 0.29 0.35
O -0.580 -0.133 6.379 2.07 0.39 -2.27
C 0.116 0.273 5.497 -1.56 1.12 1.11
N 0.812 0.810 4.640 -1.35 -0.05 -0.21

3.
41
Properties=species:S:1:pos:R:3:forces:R:3 method="wB97M-V/def2-TZVPD" spin_multiplicity=1 charge=+1 e_lumo_ev=-4.8601 gap_ha=0.2295 e_homo_ha=-0.4081 e_tot_ev=-31400.792
C 2.026 -0.745 2.361 -0.57 0.00 -0.04
C 2.218 -0.152 1.052 0.24 1.23 0.59
C 1.505 1.047 0.993 0.70 -0.71 -0.39
H 2.939 -0.452 0.299 -0.19 -0.16 0.16
C 0.810 1.236 2.208 -0.13 -0.66 0.82
C 1.098 0.158 3.075 0.22 0.47 -0.43
H 0.793 0.071 4.119 0.19 0.04 -0.31
H 2.722 -1.431 2.850 -0.16 0.25 -0.12
H 1.578 1.783 0.193 -0.24 -0.42 0.12
H 0.253 2.139 2.451 -0.06 -0.47 0.05
C -0.278 -0.370 -2.391 1.62 -0.97 -0.48
C 0.615 -1.402 -2.313 -0.26 1.20 -0.31
C 0.063 -2.480 -1.427 0.72 0.31 1.21
H 1.608 -1.479 -2.752 -0.29 0.16 0.00
C -1.288 -1.940 -1.053 -0.55 1.01 0.12
C -1.457 -0.704 -1.622 -0.72 -1.72 1.10
H -2.341 -0.070 -1.540 0.36 -0.23 0.07
H -0.170 0.568 -2.934 0.13 -0.35 0.12
H 0.120 -3.519 -1.782 -0.20 0.47 -0.07
H -1.958 -2.476 -0.381 -0.01 0.19 -0.42
Sn 0.012 -1.850 1.985 0.12 0.95 -0.08
O -1.271 2.211 -0.646 0.73 0.40 -0.32
C -0.716 3.571 -0.729 -1.50 -1.03 1.22
C -1.790 3.153 0.258 1.04 0.92 -0.45
H 0.275 3.708 -0.310 0.10 -0.12 -0.40
H -1.046 4.126 -1.608 0.28 -0.11 0.24
H -1.495 3.022 1.307 0.02 -0.03 -0.37
H -3.205 4.468 2.039 -0.48 -0.01 -0.18
C -3.791 4.317 1.126 0.14 -0.48 -0.62
C -3.166 3.632 0.068 -0.93 0.58 -0.19
C -3.813 3.510 -1.176 0.20 -0.21 0.85
H -3.284 3.063 -2.012 -0.14 -0.07 0.12
C -5.127 3.930 -1.306 0.00 0.32 0.26
H -5.618 3.769 -2.257 -0.16 0.14 0.08
C -5.775 4.576 -0.245 0.34 -0.04 0.08
H -6.793 4.945 -0.385 0.31 -0.15 0.15
C -5.094 4.790 0.966 -0.07 0.11 -0.23
H -5.567 5.350 1.777 0.09 -0.26 -0.32
O 3.217 -3.209 0.088 -2.18 0.99 0.00
C 2.109 -2.833 -0.006 2.11 -1.27 -0.47
N 0.936 -2.480 -0.067 -0.81 -0.31 -1.18

4.
52
Properties=species:S:1:pos:R:3:forces:R:3 method="wB97M-V/def2-TZVPD" spin_multiplicity=1 charge=+1 e_lumo_ev=-5.2603 gap_ha=0.2280 e_homo_ha=-0.4213 e_tot_ev=-60561.388
C -4.961 1.838 1.837 0.79 0.10 0.01
C -3.622 1.800 1.660 -0.90 0.13 -0.03
C -2.883 2.411 0.400 -0.05 -0.49 0.72
C -1.368 2.097 0.556 -1.06 0.84 -0.14
C -0.538 2.860 1.464 2.21 -2.30 -1.43
C -0.977 4.022 2.382 0.13 0.73 1.30
F -2.315 4.273 2.456 1.18 -0.71 -0.51
F -0.572 3.741 3.681 -0.58 -0.15 -1.62
C -0.266 5.431 2.023 -0.59 1.56 0.69
F 0.551 5.796 3.050 -0.54 -0.66 -1.73
F -1.221 6.405 1.946 1.10 -1.29 -0.22
F 0.399 5.398 0.839 -0.48 -0.15 1.34
C 0.903 2.502 1.489 -0.61 -0.43 -1.50
C 1.974 3.226 2.356 0.48 0.69 0.95
O 2.080 3.018 3.522 -0.31 -0.79 -0.44
O 2.848 4.119 1.730 -2.58 -1.48 -1.35
O 4.169 3.771 1.964 2.14 0.18 0.71
C 1.413 1.407 0.636 -2.59 1.25 0.43
Cl 3.122 0.953 0.643 -1.69 0.32 -0.11
C 0.468 0.717 -0.210 1.02 0.42 0.76
B 1.054 -0.471 -1.168 0.28 -1.19 -0.79
O 1.645 -0.200 -2.418 -1.83 0.17 1.45
O 0.981 -1.766 -0.701 0.45 1.17 -1.08
N -0.876 1.059 -0.228 2.96 1.73 2.31
O -1.637 0.361 -1.092 -0.32 -0.31 -0.30
C -2.445 -0.682 -0.456 -1.92 -1.57 1.48
C -1.986 -1.130 0.972 0.95 0.03 -0.36
H -5.360 1.610 2.855 0.19 -0.12 -1.23
H -5.667 2.141 1.030 0.62 -0.02 0.85
H -3.025 1.334 2.488 -0.31 0.93 -0.86
H -3.311 2.029 -0.565 0.65 0.18 0.94
H -3.031 3.523 0.385 0.25 -1.05 0.14
H 4.251 2.821 2.183 -0.58 0.31 -0.09
H 1.023 0.397 -2.881 0.85 -0.01 -0.13
H 1.330 -2.359 -1.413 -0.25 0.22 0.81
H -2.466 -1.609 -1.093 0.56 1.28 0.17
H -3.519 -0.342 -0.413 1.18 0.05 -0.10
H -2.654 -1.942 1.356 0.55 0.73 -0.55
H -1.964 -0.321 1.739 -0.21 -0.57 -0.71
H -0.933 -1.526 0.887 -1.11 0.16 0.23
C 1.119 -6.046 -3.240 -0.05 0.01 0.02
C 2.065 -7.055 -3.120 0.01 0.02 -0.01
C 3.396 -6.736 -2.875 -0.03 0.05 0.00
C 3.778 -5.407 -2.741 0.02 0.00 0.03
C 2.832 -4.397 -2.858 -0.11 -0.01 0.04
C 1.502 -4.717 -3.112 0.10 0.02 0.10
H 0.082 -6.295 -3.434 0.05 0.00 0.00
H 1.766 -8.092 -3.218 0.02 0.06 -0.01
H 4.135 -7.523 -2.788 -0.03 0.04 0.00
H 4.815 -5.159 -2.546 -0.05 -0.01 -0.02
H 3.132 -3.359 -2.752 0.05 -0.03 -0.08
H 0.763 -3.928 -3.209 -0.02 -0.04 -0.08

5.
46
Properties=species:S:1:pos:R:3:forces:R:3 method="wB97M-V/def2-TZVPD" spin_multiplicity=5 charge=+4 e_lumo_ev="-12.1887 / -18.5085" e_above_lowest_ev=0.707 gap_ha="0.3154 / 0.0865" e_homo_ha="-0.7633 / -0.7667" e_tot_ev=-103536.891
N -0.277 4.100 -0.257 0.63 -0.05 0.09
C 0.274 5.113 -0.192 -0.53 -0.46 -0.08
C 0.887 6.426 -0.111 0.16 0.22 0.02
H 0.091 7.182 -0.118 0.28 -0.11 -0.02
H 1.562 6.576 -0.962 -0.22 0.04 0.17
H 1.467 6.501 0.816 -0.15 0.07 -0.17
N 4.699 -3.149 1.271 -1.09 0.50 4.45
C 4.952 -3.272 0.145 1.76 -0.95 -6.35
C 5.326 -3.457 -1.255 0.35 0.82 1.57
H 5.210 -2.529 -1.835 -0.07 0.03 0.25
H 4.663 -4.175 -1.756 -0.28 -0.56 0.03
H 6.355 -3.841 -1.311 -0.08 -0.21 0.07
N -3.962 -1.167 -0.275 -0.05 -1.27 0.34
C -4.573 -2.145 -0.133 0.60 1.49 -0.31
C -5.423 -3.305 0.024 -0.24 -0.37 0.02
H -4.973 -4.009 0.733 -0.18 0.13 -0.11
H -5.544 -3.810 -0.942 -0.05 0.14 0.21
H -6.404 -2.971 0.388 0.21 -0.19 -0.10
Pd 0.822 -0.530 -0.504 -1.77 1.11 0.59
C 0.413 -2.233 0.335 -0.56 -5.05 2.88
O 0.193 -3.236 0.842 0.53 2.88 -1.49
C 2.189 0.544 0.364 4.58 2.91 3.43
O 2.974 1.163 0.931 -2.62 -1.96 -1.94
C 1.191 0.903 -2.218 0.11 1.23 -1.23
C -0.205 0.999 -2.094 0.39 1.12 0.30
C -0.968 -0.166 -2.098 -0.92 -0.94 0.20
C -0.326 -1.410 -2.239 -1.04 -0.49 -1.23
C 1.012 -1.460 -2.676 0.07 -1.26 0.04
C 1.774 -0.295 -2.670 1.19 0.35 0.11
H 1.808 1.771 -1.970 -0.22 -0.13 -0.58
H -0.635 1.969 -1.848 -0.08 -0.08 -0.01
H -2.032 -0.159 -1.855 0.11 0.13 -0.04
H -0.877 -2.329 -2.022 0.06 0.31 -0.54
H 1.481 -2.431 -2.873 -0.24 0.44 -0.11
H 2.852 -0.337 -2.860 -0.46 0.07 -0.11
Br -3.581 -1.123 3.981 1.58 1.25 -0.88
C -2.219 -0.004 3.240 -1.65 -0.73 0.94
C -1.898 1.216 3.854 0.59 0.95 0.01
C -0.946 2.028 3.219 -1.01 -0.80 0.55
C -0.391 1.588 2.007 -0.12 0.82 0.86
N -0.664 0.403 1.485 -0.34 -1.46 -0.99
C -1.587 -0.375 2.039 0.18 -0.24 -0.41
H -2.413 1.504 4.776 0.33 0.06 -0.27
H -0.662 2.985 3.633 -0.05 0.07 0.00
H 0.253 2.241 1.441 0.19 0.18 -0.05
H -1.887 -1.294 1.550 0.11 0.01 -0.08

6.
52
Properties=species:S:1:pos:R:3:forces:R:3 method="wB97M-V/def2-TZVPD" spin_multiplicity=1 charge=-1 e_lumo_ev=2.4637 e_above_lowest_ev=0.750 gap_ha=0.2618 e_homo_ha=-0.1712 e_tot_ev=-65067.256
Pd 0.606 0.768 0.975 1.24 0.36 1.32
O 1.221 2.996 4.540 0.03 -0.03 0.15
C 1.104 2.426 3.471 0.14 0.39 -0.04
N 0.965 1.131 3.170 -0.64 -0.04 -0.77
C 1.167 0.021 3.889 0.03 -0.34 0.02
O 1.583 -0.140 5.022 0.05 0.09 0.14
C 0.844 -1.236 3.052 0.03 0.34 0.18
C 0.835 -2.468 3.676 -0.01 -0.13 0.07
C 0.501 -3.598 2.948 0.03 0.03 0.13
C 0.176 -3.460 1.612 -0.03 0.02 -0.10
C 0.213 -2.198 1.042 0.04 0.01 0.23
N 0.560 -1.114 1.746 -0.29 -0.71 -0.53
C 1.110 3.307 2.194 0.00 -0.23 0.31
C 1.229 4.676 2.339 0.01 0.18 0.00
C 1.234 5.488 1.217 0.00 -0.05 0.17
C 1.129 4.900 -0.030 -0.01 -0.05 -0.14
C 1.021 3.524 -0.111 0.05 0.05 0.29
N 1.018 2.746 0.978 -0.26 0.35 -0.70
H 1.084 -2.493 4.728 0.00 -0.02 -0.02
H 0.482 -4.571 3.423 0.00 0.01 0.00
H -0.111 -4.307 1.003 0.00 0.01 0.01
H -0.039 -2.024 0.008 0.01 0.01 0.00
H 1.303 5.056 3.348 0.00 0.03 -0.02
H 1.311 6.563 1.317 0.01 0.00 0.00
H 1.115 5.486 -0.939 0.00 0.01 0.01
H 0.924 3.017 -1.058 -0.03 -0.03 -0.04
F -3.398 1.412 -2.010 -0.02 0.00 -0.13
C -2.601 1.915 -1.060 -0.08 0.11 0.07
F -1.376 2.054 -1.592 0.11 -0.02 -0.06
F -3.044 3.150 -0.768 -0.02 -0.01 -0.02
S -2.597 0.835 0.426 -0.06 -0.16 0.36
O -4.000 0.713 0.734 0.07 0.03 -0.03
O -1.939 -0.367 -0.051 -0.15 -0.03 -0.11
O -1.808 1.597 1.387 -0.06 -0.04 -0.16
C 1.937 0.345 -0.521 -0.54 -0.26 -0.35
H 2.788 -0.147 -0.054 0.07 -0.11 0.05
H 2.278 1.266 -0.990 0.00 0.07 -0.05
C -0.862 -3.782 -2.092 -0.06 -0.16 0.15
Si -0.435 -2.324 -3.172 0.08 0.07 -0.01
C -1.986 -1.416 -3.625 -0.17 0.15 -0.02
C 0.442 -2.936 -4.702 0.06 -0.09 -0.19
C 0.665 -1.223 -2.242 0.01 -0.03 0.10
C 1.259 -0.510 -1.458 0.39 0.21 -0.22
H -1.469 -4.510 -2.637 0.01 0.01 0.02
H -1.440 -3.443 -1.227 0.01 -0.03 -0.02
H 0.039 -4.287 -1.733 -0.03 0.00 -0.01
H -2.683 -2.037 -4.194 0.02 0.00 0.01
H -1.757 -0.524 -4.212 -0.03 -0.02 0.01
H -2.475 -1.090 -2.704 -0.03 0.02 -0.03
H -0.177 -3.656 -5.247 0.03 0.02 0.00
H 1.384 -3.424 -4.441 -0.02 0.01 -0.02
H 0.668 -2.106 -5.376 0.01 -0.02 0.01

Question: Which value of charge does entry 1 give?
Answer: 0